(1)
Formula: C4H8O2
Source: the OMol25 dataset
Level of theory: ωB97M-V/def2-TZVPD

```
14
Properties=species:S:1:pos:R:3
C -1.392 -0.716 -0.965
O -0.622 0.551 0.710
C 0.453 -0.184 1.293
C 1.439 0.295 0.222
C 0.200 1.008 -0.365
O -0.360 0.449 -1.482
H -2.314 -0.253 -1.283
H -1.617 -1.192 0.033
H -0.971 -1.475 -1.591
H 0.277 -1.271 1.343
H 0.589 0.213 2.295
H 1.843 -0.473 -0.442
H 2.242 0.938 0.593
H 0.233 2.110 -0.360
```

SMILES: CO[C@@H]1CCO1
Net charge: 0
Energy above the lowest of the compared OMol25 structures with the same formula, charge and spin: 88.71 kcal/mol
Frontier orbital gap: 10.625 eV
M: 88.11 g/mol



(2)
Formula: C10H11FO
Source: the OMol25 dataset
Level of theory: ωB97M-V/def2-TZVPD

```
23
Properties=species:S:1:pos:R:3
C 0.295 -0.818 2.948
C 0.119 -1.696 1.924
C 0.158 0.551 2.700
C -0.124 -1.221 0.632
C 0.068 1.067 1.422
C -0.047 0.193 0.360
C 1.911 0.556 -2.623
C 0.833 -0.083 -2.194
C -1.737 0.223 -1.460
C -0.315 0.628 -1.137
O -0.102 2.013 -1.312
F 0.668 -1.350 -2.559
H 0.591 -1.195 3.982
H 0.253 -2.701 2.122
H -0.077 1.195 3.585
H -0.342 -1.912 -0.183
H 0.050 2.133 1.262
H 2.529 0.190 -3.520
H 2.221 1.577 -2.268
H -1.762 -0.843 -1.236
H -2.060 0.574 -2.523
H -2.407 0.748 -0.840
H 0.193 2.416 -0.505
```

SMILES: C=C(F)[C@](C)(O)c1ccccc1
Net charge: 0
Energy above the lowest of the compared OMol25 structures with the same formula, charge and spin: 3.12 kcal/mol
Frontier orbital gap: 9.905 eV
M: 166.20 g/mol



(3)
Formula: C22H28FNO3
Source: the OMol25 dataset
Level of theory: ωB97M-V/def2-TZVPD

```
55
Properties=species:S:1:pos:R:3
C 3.012 3.070 4.793
H 3.827 3.785 4.640
O 2.311 2.818 3.601
C 2.994 2.299 2.532
C 4.335 1.944 2.585
C 4.963 1.384 1.487
C 4.255 1.169 0.324
C 2.916 1.523 0.235
C 2.278 2.105 1.336
O 0.945 2.414 1.174
C 0.396 3.531 1.846
H -0.528 3.764 1.315
H 0.168 3.303 2.888
H 1.066 4.392 1.802
C 2.150 1.261 -1.046
C 1.168 0.087 -0.841
C 1.880 -1.166 -0.315
C 1.085 -2.430 -0.708
N -0.340 -2.214 -0.799
C -1.012 -1.987 0.465
H -0.329 -2.216 1.286
C -2.241 -2.912 0.596
C -3.286 -2.576 -0.424
C -4.177 -1.532 -0.202
C -5.117 -1.182 -1.154
C -5.157 -1.893 -2.338
C -4.287 -2.937 -2.590
C -3.353 -3.271 -1.625
H -2.661 -4.078 -1.808
H -4.347 -3.471 -3.525
F -6.075 -1.560 -3.274
H -5.813 -0.373 -0.989
H -4.136 -0.984 0.729
H -1.909 -3.942 0.462
H -2.651 -2.801 1.602
H -1.342 -0.947 0.583
C -0.665 -1.283 -1.871
C 0.447 -0.255 -2.143
H 0.021 0.647 -2.581
H 1.173 -0.657 -2.852
H -0.853 -1.864 -2.783
H -1.594 -0.771 -1.616
H 1.413 -2.780 -1.690
H 1.274 -3.235 0.007
H 2.884 -1.231 -0.738
H 1.986 -1.100 0.769
H 0.425 0.416 -0.108
H 2.860 0.997 -1.838
O 1.487 2.407 -1.522
H 0.893 2.691 -0.814
H 4.743 0.733 -0.535
H 6.006 1.116 1.550
H 4.899 2.093 3.491
H 2.280 3.500 5.475
H 3.412 2.148 5.229
```

SMILES: COc1cccc([C@H](O)C2CCN(CCc3ccc(F)cc3)CC2)c1OC
Net charge: 0
Energy above the lowest of the compared OMol25 structures with the same formula, charge and spin: 7.74 kcal/mol
Frontier orbital gap: 8.586 eV
M: 373.47 g/mol



(4)
Formula: C3H8N2O2S
Source: the OMol25 dataset
Level of theory: ωB97M-V/def2-TZVPD

```
16
Properties=species:S:1:pos:R:3
C 1.797 -0.445 -0.362
C 0.793 -0.913 0.776
C -1.508 -0.481 0.161
H 0.564 0.679 -1.399
H 1.432 1.623 -0.289
H 1.782 -1.204 -1.144
H 2.853 -0.268 0.003
H 1.337 -1.879 1.210
H 0.552 -0.340 1.689
H -0.501 1.293 0.296
H -3.161 1.114 -0.381
N 1.471 0.844 -0.954
N -1.427 0.824 0.509
O -0.503 -1.379 0.222
O -2.588 1.638 0.222
S -2.893 -1.108 -0.559
```

SMILES: NCCOC(=S)NO
Net charge: 0
Energy above the lowest of the compared OMol25 structures with the same formula, charge and spin: 60.81 kcal/mol
Frontier orbital gap: 9.340 eV
M: 136.18 g/mol



(5)
Formula: C3H10NS
Source: the OMol25 dataset
Level of theory: ωB97M-V/def2-TZVPD

```
15
Properties=species:S:1:pos:R:3
C -1.516 0.415 1.076
N -2.452 1.020 0.233
H -1.700 -0.630 1.269
H -0.985 0.759 1.970
H -2.755 0.320 -0.444
H -3.145 1.667 0.672
C 1.221 -1.649 0.271
S 0.360 0.349 0.222
C 1.658 0.857 -1.434
H 0.355 -2.248 0.606
H 1.598 -1.742 -0.729
H 2.016 -1.776 0.983
H 1.060 0.846 -2.334
H 2.317 0.005 -1.246
H 1.968 1.808 -1.114
```

Net charge: +1
Energy above the lowest of the compared OMol25 structures with the same formula, charge and spin: 89.65 kcal/mol
Frontier orbital gap: 8.593 eV
M: 92.19 g/mol



(6)
Formula: C6H12O
Source: the OMol25 dataset
Level of theory: ωB97M-V/def2-TZVPD

```
19
Properties=species:S:1:pos:R:3
C 0.077 1.027 -2.202
C 0.278 0.127 -1.029
O -1.335 0.089 -0.256
C -1.165 -1.155 0.480
C -0.271 -0.833 1.668
C 1.103 -0.265 1.276
C 0.985 0.760 0.139
H -0.557 0.566 -2.973
H 1.085 1.077 -2.640
H -0.266 2.060 -2.020
H -1.953 -0.039 -0.992
H -2.160 -1.468 0.794
H -0.705 -1.902 -0.178
H -0.807 -0.109 2.293
H -0.152 -1.747 2.266
H 1.750 -1.078 0.928
H 1.574 0.171 2.168
H 1.988 1.020 -0.231
H 0.532 1.699 0.509
```

Net charge: 0
Energy above the lowest of the compared OMol25 structures with the same formula, charge and spin: 90.77 kcal/mol
Frontier orbital gap: 7.610 eV
M: 100.16 g/mol



(7)
Formula: CH4NOP
Source: the OMol25 dataset
Level of theory: ωB97M-V/def2-TZVPD

```
8
Properties=species:S:1:pos:R:3
C 0.722 1.026 1.540
N 0.763 2.109 1.898
O 0.896 3.251 2.046
P -0.760 -1.938 -0.997
H 0.596 0.183 0.899
H -0.228 -2.608 -2.305
H -1.802 -1.416 -1.809
H -0.188 -0.608 -1.272
```

SMILES: C#[N+][O-].P
Net charge: 0
Energy above the lowest of the compared OMol25 structures with the same formula, charge and spin: 111.13 kcal/mol
Frontier orbital gap: 10.799 eV
M: 77.02 g/mol



(8)
Formula: C45H58N4PPt
Source: the OMol25 dataset
Level of theory: ωB97M-V/def2-TZVPD

```
109
Properties=species:S:1:pos:R:3
Pt 0.613 0.043 -0.020
C -0.814 6.010 0.209
C 0.564 5.608 0.757
C 0.619 4.153 1.122
C 0.504 3.594 2.339
C 0.290 4.279 3.657
C -1.179 4.219 4.101
C 0.575 2.154 2.144
C 0.628 1.228 3.146
C 0.755 -0.142 2.991
C 0.902 -1.100 4.068
C 1.034 -0.760 5.526
C 2.500 -0.738 5.980
C 0.960 -2.325 3.496
C 0.824 -2.122 2.069
C 0.721 -3.130 1.137
C 0.540 -2.970 -0.214
N 0.548 -1.780 -0.861
C 0.398 -2.058 -2.181
C 0.466 -1.133 -3.186
C 0.710 0.224 -3.032
N 0.781 0.870 -1.841
C 1.017 2.187 -2.112
C 0.986 3.202 -1.182
C 0.755 3.059 0.171
N 0.684 1.867 0.820
C 1.134 2.377 -3.542
C 0.923 1.165 -4.111
C 0.933 0.800 -5.566
C 2.282 0.205 -6.004
C 1.433 3.685 -4.210
C 2.914 4.081 -4.077
C 0.245 -3.494 -2.379
C 0.333 -4.056 -1.162
C 0.253 -5.513 -0.803
C 1.641 -6.159 -0.651
C 0.077 -4.176 -3.704
C 1.419 -4.405 -4.419
N 0.728 -0.792 1.800
C 1.154 -3.655 4.159
C 2.561 -4.231 3.925
H -0.836 7.072 -0.052
H -1.592 5.826 0.956
H -1.057 5.434 -0.690
H 0.792 6.212 1.635
H 1.327 5.828 0.006
H 0.598 5.320 3.576
H 0.917 3.816 4.421
H -1.821 4.721 3.372
H -1.316 4.710 5.068
H -1.515 3.182 4.195
H 0.604 1.617 4.159
H 0.488 -1.499 6.114
H 0.580 0.211 5.728
H 2.935 -1.739 5.926
H 2.585 -0.385 7.011
H 3.091 -0.078 5.340
H 0.762 -4.148 1.508
H 0.368 -1.514 -4.198
H 1.117 4.215 -1.553
H 0.726 1.692 -6.157
H 0.137 0.081 -5.773
H 3.079 0.947 -5.909
H 2.241 -0.121 -7.047
H 2.547 -0.656 -5.384
H 0.808 4.471 -3.779
H 1.177 3.616 -5.267
H 3.200 4.189 -3.028
H 3.108 5.029 -4.586
H 3.554 3.317 -4.525
H -0.300 -6.044 -1.577
H -0.303 -5.630 0.131
H 2.197 -6.094 -1.589
H 1.548 -7.215 -0.381
H 2.227 -5.656 0.123
H -0.574 -3.580 -4.349
H -0.414 -5.137 -3.553
H 1.953 -3.461 -4.563
H 1.258 -4.860 -5.399
H 2.060 -5.068 -3.835
H 0.410 -4.364 3.784
H 0.987 -3.548 5.232
H 2.756 -4.381 2.860
H 2.669 -5.196 4.430
H 3.326 -3.556 4.315
C -2.329 -2.442 2.471
C -2.219 -1.113 2.859
C -2.229 -0.104 1.909
C -2.371 -0.442 0.574
C -2.415 -1.768 0.164
C -2.417 -2.768 1.121
H -2.342 -3.226 3.221
H -2.126 -0.856 3.908
H -2.150 0.928 2.227
H -2.481 -2.026 -0.888
H -2.497 -3.804 0.811
C -2.082 1.910 -2.013
P -2.612 0.871 -0.656
C -4.028 0.088 -1.502
C -3.368 2.136 0.405
H -3.004 2.406 -2.300
H -1.678 1.308 -2.829
H -1.331 2.618 -1.674
H -4.645 0.857 -1.968
H -4.625 -0.488 -0.803
H -3.659 -0.576 -2.290
H -3.895 2.859 -0.218
H -2.584 2.663 0.963
H -4.062 1.677 1.105
```

Net charge: +1
Energy above the lowest of the compared OMol25 structures with the same formula, charge and spin: 0.00 kcal/mol
Frontier orbital gap: 5.997 eV
M: 881.04 g/mol